(1)
{
  "formula": "C6H14N4O2",
  "method": "the ωB97M-V functional and the def2-TZVPD basis",
  "species": ["N", "N", "C", "H", "H", "N", "H", "H", "H", "O", "C", "H", "C", "H", "H", "C", "H", "N", "O", "H", "H", "H", "H", "H", "C", "C"],
  "coordinates": [[-0.7207, 2.1987, -0.1965], [-2.8566, -0.8858, -0.3182], [-1.2391, 0.8748, 0.1111], [-5.0182, -0.4330, -0.5589], [-2.1694, 0.4325, -1.7877], [4.6777, -1.3715, 0.8167], [4.8276, -0.5375, -2.1911], [-3.7404, 0.1703, 1.4716], [0.2885, 2.2202, -0.0301], [2.6061, 0.8579, -0.7432], [-3.5563, -0.8146, 1.0234], [4.4426, -1.4429, 1.8161], [-4.3028, -1.1880, -0.2213], [-1.1418, 2.9187, 0.3757], [-3.3663, -1.6418, 1.7133], [3.4817, 0.6794, 0.3014], [-3.2888, 1.1434, -0.6068], [4.3622, -0.9729, -1.4174], [3.2225, 1.0529, 1.4257], [5.0712, -2.2578, 0.5129], [-1.4738, 0.7688, 1.1943], [-4.6256, -2.2583, -0.2078], [-0.4633, 0.1486, -0.1186], [3.0167, 0.3782, -1.4942], [4.4122, -0.4903, -0.1486], [-2.4459, 0.4499, -0.7217]],
  "charge": 0,
  "de_lowest_kcal_mol": 96.1,
  "smiles": "[H]/N=C(/N)C(=O)O.NCCN1CC1",
  "homo_lumo_gap_ev": 8.568
}

(2)
{
  "formula": "C49H54FN8OsSe",
  "method": "the ωB97M-V functional and the def2-TZVPD basis",
  "species": ["H", "F", "H", "H", "H", "C", "H", "H", "H", "H", "H", "H", "H", "C", "C", "C", "H", "C", "C", "C", "H", "N", "H", "H", "H", "H", "N", "C", "H", "N", "C", "N", "C", "H", "C", "H", "H", "H", "C", "C", "C", "H", "C", "H", "C", "C", "H", "H", "N", "C", "C", "H", "H", "C", "C", "C", "C", "H", "C", "H", "C", "H", "Se", "C", "C", "C", "C", "H", "Os", "N", "C", "H", "H", "C", "C", "H", "C", "C", "N", "H", "C", "C", "H", "C", "H", "H", "H", "C", "H", "H", "H", "H", "C", "C", "H", "H", "C", "C", "H", "H", "C", "H", "N", "C", "H", "H", "C", "C", "H", "C", "C", "H", "H", "C"],
  "coordinates": [[-0.0748, -5.3172, 2.4437], [0.6531, -1.7925, -6.5382], [2.5298, -0.3997, -0.9461], [2.0559, -4.5081, 1.7114], [-0.7439, 2.6387, 3.0422], [7.2813, 0.9884, 1.0441], [-3.8231, 0.6215, 3.6576], [-2.1058, 1.2442, -3.5309], [0.0986, -1.7144, 3.8413], [-1.2908, 5.7502, 1.1778], [1.7454, 2.0000, -1.5026], [-2.1470, 0.0872, 3.8871], [-3.3085, 1.7962, -1.3356], [-2.9462, -2.7039, -0.9834], [-0.0069, -2.1357, -4.3087], [2.5279, 3.5387, -0.2133], [-2.8826, -0.2542, 1.5475], [1.8888, 2.3430, -0.4900], [0.5844, -0.7682, 3.6576], [-2.9956, -0.3039, -1.1644], [2.1131, -2.7762, 1.3645], [1.7136, 1.0892, 4.0560], [1.3624, -0.2283, 5.5616], [1.0603, -5.3454, -1.1390], [-5.5761, -1.7425, -2.8831], [1.2020, 4.0287, -3.5602], [0.6543, -0.1358, 2.5100], [-2.4975, -3.1359, 3.2785], [0.3869, -6.0141, 0.3480], [2.7086, 3.9721, 1.0301], [1.3134, -1.1696, -2.5112], [9.0148, -0.4605, 0.2709], [-0.6029, 4.8719, -1.9835], [6.0752, -2.0834, 0.2744], [-1.6462, 2.2844, 2.5457], [-4.4317, -3.7989, -2.0418], [3.0321, -0.0598, -3.1592], [2.8845, 4.1752, -1.0119], [0.2209, -1.9203, -2.9620], [-0.8294, 3.4917, -1.9458], [-1.2260, 2.9276, -0.7066], [-4.3080, 3.0870, 2.2216], [-2.3659, -1.4630, -0.6460], [-3.8120, 2.1352, 0.8206], [1.9332, -3.7611, 0.9256], [-4.6869, -1.6711, -2.2727], [-0.5065, 0.7216, -2.9688], [-4.0857, 3.8800, 0.6597], [-1.2590, -1.4357, 0.2049], [0.5298, -3.8358, 0.3141], [-1.4567, 3.7685, 0.4095], [-4.6515, 0.4530, -2.2916], [-0.7564, 1.1700, -4.6474], [6.3460, -0.0314, 0.8857], [-2.5743, 1.0647, -0.9925], [8.1213, -1.4307, 0.1171], [1.9539, -0.8341, -4.8315], [2.6270, -0.4304, -5.5763], [-3.6994, 3.0993, 1.3160], [-3.2772, -2.9987, 4.0175], [-1.6994, -4.2648, 3.3403], [-1.8582, -5.0045, 4.1142], [4.5239, 0.2186, 1.3080], [-4.1623, -0.4485, -1.9390], [0.3078, -5.1919, -0.3638], [-0.6612, 2.8672, -3.3475], [2.3144, 3.1708, 2.0045], [-2.2363, 4.2851, 2.2889], [0.1453, -0.0141, 0.1871], [1.4349, 1.5505, 0.4891], [6.7746, -1.2702, 0.4098], [6.9855, 1.9628, 1.4080], [2.4927, 3.4851, 3.0255], [2.1653, -0.6298, -3.4766], [-3.2268, -0.9570, 2.3062], [1.7788, -1.9429, -0.5688], [-0.7068, -4.4394, 2.3959], [-0.6996, 5.6747, -0.8719], [-1.4488, 1.5122, -0.5725], [-0.3586, 5.3239, -2.9368], [-1.1409, 5.1171, 0.3120], [-2.3265, -2.1826, 2.2833], [-2.3627, 2.0116, 3.3194], [-3.1621, -0.2465, 3.6625], [-0.4930, 6.7351, -0.9369], [-5.0831, -1.9853, 2.7636], [-0.8517, -2.7213, -4.6470], [-4.6797, -1.3324, 1.9872], [2.6901, -3.9496, 0.1617], [-2.4922, -3.6005, -0.5892], [-4.7544, -1.8590, 1.0354], [0.4560, -3.0754, -0.4554], [0.8696, -1.5893, -5.2277], [-1.3426, -2.3917, 1.2878], [8.4985, -2.3773, -0.2530], [-5.3012, -0.4358, 1.9401], [-0.5256, -3.5309, 1.3574], [-2.2312, 3.3859, 1.6699], [-1.3238, 3.4748, -3.9717], [-0.4880, -2.3181, -2.2508], [1.3622, 1.0004, 2.7970], [9.3695, 1.4787, 0.8355], [1.2113, -0.0339, 4.5851], [0.7643, 3.0882, -3.8930], [-0.6764, -5.2451, -0.8318], [0.7419, 3.0913, -4.9831], [1.6143, -0.9849, -1.0625], [1.7062, 1.9475, 1.7492], [-1.4095, 1.3875, 1.9754], [-1.0346, 1.4137, -3.6205], [8.6039, 0.7196, 0.7252], [1.4230, 2.2723, -3.5970], [-3.4888, -0.9038, 4.4683], [-4.0519, -2.8159, -1.7950]],
  "charge": 1,
  "s_squared": 6.028,
  "homo_lumo_gap_ev": [6.357, 5.975],
  "multiplicity": 5
}

(3)
{
  "formula": "C2H12NO3",
  "method": "the ωB97M-V functional and the def2-TZVPD basis",
  "species": ["H", "O", "H", "H", "C", "H", "H", "H", "O", "H", "C", "H", "N", "H", "H", "H", "O", "H"],
  "coordinates": [[-3.2750, -0.5226, 3.3482], [0.7433, 4.0896, -0.4296], [-0.3382, -3.0669, 1.6954], [1.1040, -3.4166, 1.0946], [0.0523, -0.2021, -1.9318], [-0.8846, -0.4691, -2.4137], [-2.3617, 0.1134, 4.4793], [0.6225, 1.1637, -3.4997], [-2.2412, -0.2253, 3.5100], [-0.2997, -0.3606, 0.0218], [0.8259, 0.6481, -2.6458], [0.0193, -1.9104, -0.5456], [0.2090, -0.8776, -0.6842], [1.5680, 4.6121, -0.2910], [0.9214, 3.3089, 0.0514], [1.8767, 0.8923, -2.3742], [0.1951, -3.0518, 0.8460], [1.2629, -0.7250, -0.2310]],
  "charge": 0,
  "de_lowest_kcal_mol": 90.9,
  "s_squared": 0.754,
  "homo_lumo_gap_ev": [2.707, 7.565],
  "multiplicity": 2
}